{
  "formula": "C3H4O2Tl",
  "method": "wB97M-V/def2-TZVPD",
  "symbols": ["Tl", "O", "H", "H", "C", "C", "H", "C", "H", "O"],
  "xyz": [[0.272, 1.895, -0.124], [-0.899, 0.255, -0.319], [2.030, -0.066, 0.927], [2.144, -0.108, -0.853], [0.182, -0.687, -0.070], [1.475, 0.114, -0.007], [0.148, -1.390, -0.919], [-2.237, 0.308, 0.539], [-0.009, -1.279, 0.840], [-3.106, 0.959, -0.012]],
  "atomic_forces_ev_per_a": [[1.063, 4.541, 0.080], [-0.054, -2.211, -1.832], [-0.187, 0.432, -0.289], [-0.242, 0.511, 0.226], [-0.979, -0.872, -0.428], [1.467, -2.459, 0.280], [0.283, 0.240, 0.317], [-4.533, 0.931, 0.725], [-0.115, 0.510, -0.108], [3.297, -1.623, 1.028]],
  "de_lowest_kcal_mol": 92.9,
  "e_homo_ev": [-7.81, -7.72],
  "total_energy_ev": -11958.9851,
  "spin_multiplicity": 2
}